ORCA calculation (ωB97M-V with the def2-TZVPD basis set) on a molecular structure, C44H39AsINOPS5Ta at a distorted geometry.

Element x y z (Å)
Ta  0.7916  -0.0298  0.8308
I  1.8716  2.7769  0.9646
As  1.5850  -2.4716  0.2882
S  -1.2443  -1.2824  0.9046
S  3.3430  0.1525  0.4306
S  4.1632  -0.4217  2.2388
S  1.1198  -0.2744  3.1522
S  2.9924  0.5553  3.5881
P  -1.4058  1.7095  0.9847
O  0.7368  0.4348  -1.1965
N  1.1059  0.8240  -3.3664
C  0.1619  -3.6510  0.7800
C  2.8950  -2.2725  -3.6965
C  -1.1516  5.9752  1.1852
C  0.7633  4.5435  1.0531
C  -4.0374  0.2724  3.8778
C  5.1938  -4.4571  0.9358
C  -2.2943  1.5580  4.9129
C  1.8103  -2.7822  -1.6071
C  0.4602  0.1830  -2.4268
C  -1.0539  -3.0466  1.0195
C  -2.0264  -5.1780  1.5138
C  -4.0049  0.7130  -2.1222
C  5.1385  -4.7391  2.2924
C  -2.3178  1.2700  2.5126
C  -0.6519  4.6352  1.1169
C  -0.2705  7.0881  1.1794
C  4.1575  -3.7583  0.3236
C  -3.4223  5.1859  1.2905
C  -3.4703  0.5007  2.6276
C  1.1146  -3.8170  -2.2193
C  -0.6211  -0.7765  -2.7761
C  -3.5766  1.5993  -3.0975
C  1.0743  6.9256  1.1138
C  2.1506  1.8103  -3.0524
C  1.5997  5.6183  1.0515
C  -0.7965  -5.7884  1.2939
C  -2.9397  3.8708  1.2172
C  -2.5016  2.4440  -2.8340
C  4.0486  -4.3235  3.0528
C  -2.1630  -3.8015  1.3808
C  -1.8747  2.4016  -1.5991
C  3.0180  -3.6206  2.4535
C  -3.4491  0.7919  5.0203
C  0.7476  0.6310  -4.7839
C  3.0822  -3.3459  1.0910
C  -1.7383  1.8006  3.6673
C  0.3038  -5.0223  0.9315
C  -2.5390  6.2185  1.2698
C  2.7035  -2.0086  -2.3451
C  -2.3124  1.5220  -0.6018
C  2.1920  -3.3015  -4.3120
C  -1.6004  3.5679  1.1291
C  1.3048  -4.0729  -3.5715
C  -3.3770  0.6719  -0.8792
H  -3.9516  0.0803  1.7579
H  0.4182  -4.4207  -1.6576
H  -3.7368  -0.0283  -0.1417
H  1.7472  2.8213  -3.1251
H  -1.0678  3.0985  -1.3925
H  -0.8474  2.4171  3.5999
H  4.2041  -3.5472  -0.7345
H  -2.1722  3.1569  -3.5811
H  -4.9428  -0.3175  3.9536
H  -3.8919  0.6080  5.9922
H  5.9459  -5.2873  2.7622
H  6.0407  -4.7843  0.3454
H  2.1717  -3.2940  3.0455
H  -0.7016  8.0810  1.2344
H  -2.8828  -5.7746  1.8045
H  -0.2302  1.0624  -4.9959
H  -3.1151  -3.3198  1.5705
H  -0.2595  -1.5328  -3.4748
H  -1.4462  -0.2341  -3.2452
H  -0.9852  -1.2557  -1.8753
H  -4.8447  0.0562  -2.3166
H  2.6739  5.4802  1.0100
H  -1.8325  1.9762  5.7990
H  1.2651  -5.4934  0.7697
H  2.5307  1.6476  -2.0507
H  4.0062  -4.5438  4.1122
H  1.4914  1.1324  -5.3938
H  -2.8826  7.2456  1.3204
H  2.9601  1.6987  -3.7716
H  3.6089  -1.6852  -4.2645
H  -4.4875  5.3634  1.3631
H  1.7449  7.7756  1.1145
H  2.3481  -3.5139  -5.3633
H  3.2749  -1.2240  -1.8685
H  -0.6919  -6.8601  1.4134
H  0.7418  -0.4261  -5.0400
H  -4.0852  1.6440  -4.0532
H  0.7623  -4.8825  -4.0445
H  -3.6697  3.0714  1.2327

- net charge = +2
- E_LUMO (eV) = -6.406
- ΔE to the lowest compared entry with this formula, charge and spin (kJ/mol) = 0.0